Density functional theory data (ωB97M-V with the def2-TZVPD basis set) for 2 unconnected molecules or ions with the total composition C5H11O2S in a non-equilibrium geometry.

Geometry as XYZ:
```
19
Properties=species:S:1:pos:R:3:nbo_charge:R:1
C 1.36870 1.15961 1.05849 -0.513
C 0.10013 1.96450 0.83705 -0.645
C 0.31747 -1.37587 1.41601 -0.757
S 1.28639 -0.15499 2.30811 0.141
H 1.65015 0.67575 0.12413 0.216
H 2.17848 1.79094 1.40755 0.202
H 0.32072 2.89836 0.29540 0.203
H -0.46909 2.18538 1.74787 0.200
H -0.73378 -1.33715 1.66121 0.231
H 0.38460 -1.16210 0.35117 0.239
H 0.68851 -2.38876 1.50524 0.209
H -0.58927 1.47235 0.15060 0.265
C -0.33009 -1.36783 -2.40813 -0.739
C -1.29212 -0.21077 -2.01523 0.756
O -2.04529 -0.44979 -1.03793 -0.807
O -1.21555 0.83614 -2.68678 -0.783
H 0.20095 -1.74300 -1.54467 0.187
H 0.30508 -1.06521 -3.23035 0.196
H -0.94769 -2.16610 -2.84228 0.199
```

Charge: -1
HOMO-LUMO gap, eV: 7.26
E_tot, eV: -20295.154